1.
C27H27MgOP as an isolated structure in a non-equilibrium geometry. Source: OMol25; level of theory: ωB97M-V/def2-TZVPD.

HOMO-LUMO gap (alpha / beta): 4.01 / 3.36 eV
max |F|: 0.0856 hartree/bohr
E_HOMO (alpha / beta): -0.172 / -0.146 Ha
DFT total energy: -1661.4803 hartree

Last column: natural (NBO) charge in e.
Atoms and positions in Å:
C: -0.0474 -1.5346 -3.0757  -0.36
C: 2.5650 -2.2103 -1.2451  -0.21
C: 0.8630 -0.6018 -3.6915  -0.57
H: -0.8535 -1.8205 -3.7913  0.17
C: 3.1192 -0.9995 -1.3753  -0.16
H: 2.5278 -2.6749 -0.2675  0.19
H: 0.3867 0.2953 -4.0861  0.14
H: 3.5823 -0.5434 -0.5113  0.19
C: 2.3091 -0.5883 -3.8388  -0.41
H: 2.4909 0.2491 -4.5515  0.21
H: 2.7356 -1.4858 -4.3224  0.17
C: 0.5055 -2.9159 -2.5691  -0.38
H: 0.2223 -3.6877 -3.3021  0.20
H: -0.0247 -3.1765 -1.6361  0.19
C: 2.0203 -3.0747 -2.3446  -0.44
H: 2.5707 -2.9694 -3.2921  0.22
H: 2.1682 -4.1236 -2.0296  0.21
C: 3.2196 -0.1780 -2.6153  -0.46
H: 4.2505 -0.1233 -3.0167  0.20
H: 2.9798 0.8543 -2.3097  0.20
Mg: -1.5041 0.6721 -2.2952  1.76
H: -0.6281 -1.0026 -2.1973  -0.03
O: 0.0465 1.8918 -1.8405  -0.80
C: 0.2540 1.3447 -0.7427  0.24
C: 1.0157 1.7230 0.3586  -0.16
C: 2.0031 2.7504 0.3919  -0.17
C: 2.7119 2.9673 1.5682  -0.23
C: 2.4782 2.1887 2.7015  -0.18
C: 1.4989 1.1943 2.6909  -0.22
C: 0.7274 0.9796 1.5477  -0.30
P: -0.5075 -0.3491 1.4618  0.86
C: -1.3337 -0.1679 3.0901  -0.26
C: -1.7651 -1.3513 3.7259  -0.24
C: -2.4175 -1.2788 4.9551  -0.20
C: -2.6492 -0.0366 5.5611  -0.21
C: -2.2177 1.1334 4.9324  -0.21
C: -1.5481 1.0743 3.7060  -0.24
C: -1.8524 0.2451 0.3395  -0.33
C: -2.3435 1.5620 0.3761  -0.23
C: -3.2059 1.9994 -0.6197  -0.23
C: -3.6171 1.1114 -1.6287  -0.48
C: -3.3520 -0.2796 -1.4956  -0.37
C: -2.4984 -0.7153 -0.4643  -0.25
H: 2.1673 3.3558 -0.4929  0.22
H: 3.4621 3.7664 1.6109  0.22
H: 3.0570 2.3631 3.6107  0.22
H: 1.3180 0.5976 3.5866  0.22
H: -1.5671 -2.3113 3.2471  0.22
H: -2.7413 -2.1966 5.4459  0.22
H: -3.1571 0.0136 6.5252  0.22
H: -2.3891 2.1052 5.4011  0.22
H: -1.1815 1.9931 3.2461  0.22
H: -2.0057 2.2264 1.1732  0.24
H: -3.5221 3.0464 -0.6378  0.24
H: -4.2303 1.4633 -2.4614  0.25
H: -3.8330 -0.9980 -2.1635  0.25
H: -2.2635 -1.7721 -0.3424  0.24

Cartesian forces, eV/Å:
0.231 -0.745 -0.600
0.437 0.438 -0.232
-0.869 0.362 -0.425
-0.244 0.185 0.521
0.010 -0.725 -0.134
0.055 0.131 0.212
-0.273 0.203 -0.245
-0.156 0.043 0.375
1.421 1.149 -0.156
0.122 -0.603 0.175
0.043 0.352 0.137
-0.488 0.201 -0.009
-0.063 0.301 0.120
0.192 0.046 -0.196
-0.215 -0.302 -0.015
-0.293 -0.004 0.539
-0.052 0.290 -0.133
-0.186 0.008 -0.746
-0.123 -0.143 0.418
-0.092 -0.128 -0.263
2.839 0.110 0.559
-0.006 -0.786 0.637
0.102 1.355 -0.928
-2.869 -3.153 -1.102
1.772 1.450 2.429
-0.570 -0.760 0.438
0.271 0.391 -0.210
-0.107 -0.192 -0.010
-0.124 0.151 0.033
0.586 0.834 -0.736
-0.085 -0.669 -0.391
-0.037 -0.067 0.316
0.067 0.715 -0.042
-0.057 0.166 0.081
0.122 -0.189 -0.285
0.108 0.045 -0.084
-0.329 -0.418 0.380
0.960 0.345 0.764
-0.892 0.265 -0.055
0.604 0.581 0.590
-0.684 -0.581 -0.783
-0.720 0.038 0.758
-0.292 -0.150 -0.956
0.053 -0.113 0.034
-0.293 -0.368 -0.030
-0.149 -0.062 -0.289
0.042 0.202 -0.203
-0.071 0.221 0.154
0.059 0.241 -0.079
0.137 -0.009 -0.276
0.038 -0.315 -0.096
-0.093 -0.257 0.127
-0.078 -0.057 -0.410
0.089 -0.403 -0.094
-0.030 -0.131 0.380
0.215 0.227 0.127
-0.031 0.283 -0.089



2.
One molecule with the formula C27H27N3O5 in a non-equilibrium geometry. Source: OMol25; level of theory: ωB97M-V/def2-TZVPD.

HOMO-LUMO gap: 7.35 eV
max |F|: 0.0320 hartree/bohr
E_HOMO: -0.284 Ha
ΔE to the lowest compared entry with this formula, charge and spin: 57.5 kcal/mol
SMILES string: COc1ccc(-c2cc(-c3nnc(COC(=O)CC4CCCC4)o3)c3ccccc3n2)cc1OC
DFT total energy: -1585.5321 hartree

Last column: natural (NBO) charge in e.
Atoms and positions in Å:
C: 8.3038 -1.3279 -3.3276  -0.25
O: 7.0085 -1.7852 -3.6263  -0.48
C: 5.9523 -1.1663 -3.0381  0.26
C: 6.0359 -0.1058 -2.1494  -0.30
C: 4.8918 0.4498 -1.6044  -0.17
C: 3.6358 -0.0454 -1.9299  -0.10
C: 2.4482 0.5593 -1.3227  0.22
C: 1.2052 -0.1106 -1.2874  -0.20
C: 0.1112 0.4852 -0.6980  -0.07
C: -1.1174 -0.2814 -0.7071  0.44
N: -1.2531 -1.4567 -1.2527  -0.28
N: -2.5152 -1.8567 -1.0453  -0.28
C: -3.1042 -0.9138 -0.3864  0.45
C: -4.5190 -0.8785 0.0735  -0.13
O: -4.6864 -0.0303 1.1988  -0.50
C: -3.9095 -0.3027 2.2666  0.81
O: -3.1277 -1.2136 2.2892  -0.59
C: -4.1779 0.6570 3.3933  -0.50
C: -4.8281 -0.0993 4.5583  -0.21
C: -5.0462 0.7921 5.7863  -0.40
C: -6.2199 0.1312 6.5000  -0.40
C: -7.1587 -0.2229 5.3487  -0.40
C: -6.2260 -0.6519 4.2060  -0.42
O: -2.2820 0.1252 -0.1477  -0.41
C: 0.2517 1.7797 -0.1209  -0.02
C: -0.7685 2.5082 0.5182  -0.21
C: -0.5181 3.7461 1.0475  -0.22
C: 0.7596 4.3176 0.9634  -0.19
C: 1.7747 3.6401 0.3508  -0.20
C: 1.5525 2.3604 -0.2040  0.15
N: 2.5949 1.7531 -0.7882  -0.41
C: 3.5439 -1.1099 -2.8336  -0.29
C: 4.6771 -1.6712 -3.3875  0.33
O: 4.6840 -2.7045 -4.2740  -0.50
C: 3.4536 -3.2733 -4.6481  -0.25
H: 8.9777 -1.9604 -3.9032  0.20
H: 8.4425 -0.2841 -3.6282  0.18
H: 8.5326 -1.4320 -2.2618  0.18
H: 6.9966 0.2968 -1.8707  0.22
H: 4.9610 1.2735 -0.9130  0.23
H: 1.0861 -1.1014 -1.6914  0.24
H: -5.1674 -0.4653 -0.7043  0.22
H: -4.8265 -1.9040 0.3053  0.23
H: -3.2246 1.0741 3.7236  0.24
H: -4.8287 1.4574 3.0416  0.22
H: -4.1660 -0.9267 4.8280  0.22
H: -4.1555 0.8621 6.4084  0.21
H: -5.3278 1.7983 5.4705  0.19
H: -6.6875 0.7836 7.2357  0.21
H: -5.8844 -0.7761 7.0042  0.20
H: -7.7262 0.6622 5.0576  0.20
H: -7.8677 -1.0044 5.6167  0.21
H: -6.1918 -1.7378 4.1206  0.21
H: -6.5738 -0.2577 3.2511  0.21
H: -1.7585 2.0892 0.5955  0.22
H: -1.3122 4.2920 1.5356  0.21
H: 0.9320 5.2961 1.3870  0.21
H: 2.7678 4.0528 0.2697  0.23
H: 2.5737 -1.4813 -3.1174  0.22
H: 2.8119 -2.5486 -5.1604  0.17
H: 2.9193 -3.6851 -3.7855  0.18
H: 3.7023 -4.0804 -5.3354  0.20

Cartesian forces, eV/Å:
0.216 0.096 0.068
-0.426 -0.044 -0.014
-0.107 -0.094 -0.083
0.205 -0.212 -0.204
-0.387 -0.074 0.008
0.676 -0.106 -0.140
-0.440 0.434 0.319
-0.345 0.235 0.218
0.665 0.306 -0.043
-0.305 -0.995 -0.420
1.300 0.812 -0.044
-1.577 -0.168 0.444
0.221 -0.472 -0.379
-0.034 -0.163 -0.069
-0.204 0.234 -0.183
0.112 0.181 0.295
-0.044 -0.116 0.037
0.058 -0.268 0.143
0.097 0.219 -0.098
0.033 -0.239 0.069
-0.056 0.179 -0.038
-0.030 -0.104 0.086
-0.048 -0.087 -0.006
-0.009 0.114 -0.025
0.505 -0.050 -0.161
-0.279 0.265 0.213
-0.218 -0.220 -0.051
0.280 0.017 -0.067
-0.165 0.173 0.128
-0.643 -0.067 0.168
0.441 -0.269 -0.296
0.063 -0.026 -0.018
0.216 -0.085 -0.064
0.273 0.238 0.170
-0.191 -0.075 -0.053
-0.011 0.071 0.060
-0.014 -0.038 0.025
-0.018 0.018 -0.042
0.111 -0.003 -0.001
0.027 0.062 0.048
0.039 -0.083 -0.047
0.078 -0.074 0.151
0.077 0.162 -0.091
0.023 0.019 -0.104
0.016 0.029 0.063
-0.017 0.051 -0.002
0.075 0.093 -0.002
-0.006 0.106 -0.015
-0.003 -0.039 0.100
0.020 -0.043 0.072
-0.055 0.016 0.009
-0.102 0.034 -0.019
-0.020 -0.024 -0.071
-0.019 -0.049 -0.080
-0.006 0.052 0.017
-0.079 0.012 0.025
0.052 0.071 0.021
0.106 0.029 -0.016
-0.087 -0.096 -0.065
0.017 -0.021 0.035
0.012 0.031 -0.024
-0.071 0.046 0.042



3.
C27H27N3O7P2Ti as an isolated structure in a non-equilibrium geometry. Source: OMol25; level of theory: ωB97M-V/def2-TZVPD.

multiplicity: 2
HOMO-LUMO gap (alpha / beta): 4.46 / 6.31 eV
max |F|: 0.1377 hartree/bohr
E_HOMO (alpha / beta): -0.322 / -0.385 Ha
charge: +1
DFT total energy: -3267.7829 hartree

Last column: natural (NBO) charge in e.
Atoms and positions in Å:
C: -1.5875 3.2467 -4.0404  -0.23
C: -1.4266 2.0143 -3.4162  0.00
C: -0.1174 1.4468 -3.2773  0.12
C: 1.0072 2.3056 -3.4626  -0.09
C: 0.8082 3.6194 -3.9702  -0.18
C: -0.4612 4.0432 -4.3330  -0.21
C: 2.2384 1.7244 -3.1864  -0.17
C: 2.3868 0.3467 -3.4080  -0.12
C: 1.2206 -0.4681 -3.2022  0.25
C: 1.3241 -1.8911 -3.2678  -0.10
C: 2.5455 -2.4700 -3.5818  -0.19
C: 3.6844 -1.6737 -3.8066  -0.22
C: 3.6226 -0.2961 -3.6743  -0.17
H: -2.6030 3.5943 -4.2727  0.22
H: 1.6883 4.2351 -4.1309  0.23
H: -0.6148 4.9992 -4.8343  0.23
H: 3.1091 2.3549 -3.0686  0.22
H: 2.5959 -3.5643 -3.6351  0.22
H: 4.6257 -2.1690 -4.0426  0.23
H: 4.5210 0.3237 -3.7482  0.22
N: 0.0943 0.1833 -2.7210  -0.69
Ti: -0.0961 -0.1730 -0.3253  0.83
C: -2.5504 1.3590 -2.6644  -0.74
H: -2.6373 0.2988 -2.9394  0.26
H: -3.5102 1.8941 -2.7647  0.26
C: 0.1243 -2.7558 -2.8887  -0.72
H: -0.7847 -2.4489 -3.4354  0.26
H: 0.3344 -3.8235 -3.0634  0.25
P: -2.0251 1.4080 -0.9158  1.23
P: -0.1887 -2.5389 -1.1087  0.94
C: 1.1428 -3.4226 -0.2594  -0.94
H: 0.9277 -3.4446 0.8188  0.26
H: 1.1802 -4.4478 -0.6507  0.25
H: 2.1052 -2.9274 -0.4257  0.26
C: -1.6170 -3.6248 -0.7774  -0.93
H: -1.3627 -4.6481 -1.1213  0.25
H: -1.8037 -3.6264 0.3125  0.26
H: -2.5107 -3.2516 -1.3128  0.24
C: -2.5429 2.9890 -0.2577  -0.97
H: -3.6054 3.1420 -0.4919  0.27
H: -2.3839 2.9974 0.8281  0.27
H: -1.9434 3.7888 -0.7031  0.29
C: -3.1080 0.1255 -0.2033  -0.96
H: -2.9615 -0.0034 0.8777  0.26
H: -4.1283 0.4930 -0.3857  0.27
H: -2.9918 -0.8461 -0.7100  0.26
C: 1.7767 0.3828 -0.4224  0.46
O: 2.9096 0.7168 -0.4037  -0.41
H: -0.4088 1.6125 -1.0666  0.05
O: -0.0621 0.7590 1.6337  -0.68
C: -0.5170 -0.3194 2.1657  0.79
O: -0.7761 -1.2882 1.3531  -0.73
C: -0.7373 -0.4912 3.6380  -0.12
C: -0.6072 -1.7666 4.1897  -0.12
C: -0.7707 -1.9550 5.5810  0.03
C: -1.1322 -0.8999 6.4224  -0.11
C: -1.2635 0.3727 5.8573  0.02
C: -1.0431 0.5914 4.4765  -0.11
N: -1.6983 1.4703 6.6843  0.50
O: -1.8911 1.2658 7.9030  -0.34
O: -1.8733 2.5786 6.1361  -0.36
N: -0.5743 -3.2673 6.1500  0.50
O: -0.2608 -4.1991 5.3741  -0.36
O: -0.7118 -3.4083 7.3838  -0.33
H: -0.3640 -2.6063 3.5513  0.27
H: -1.2753 -1.0605 7.4940  0.30
H: -1.1346 1.5992 4.0807  0.27

Cartesian forces, eV/Å:
0.150 0.107 0.180
0.849 -0.141 0.031
-0.385 1.028 0.487
-1.404 0.159 -0.525
-0.287 -0.299 -0.008
0.001 -0.121 -0.018
1.206 0.503 -0.629
-0.014 -1.500 0.393
1.141 -0.384 0.147
-0.501 0.597 0.134
0.029 0.095 -0.070
0.021 -0.106 0.176
-0.144 -0.004 0.007
0.500 -0.019 0.200
-0.191 0.037 -0.027
0.151 -0.221 0.209
0.155 -0.004 -0.177
0.142 0.471 -0.066
-0.192 0.215 0.074
-0.283 -0.284 -0.125
-1.459 -0.735 0.891
-2.496 0.344 -1.085
0.575 -0.268 -0.360
-0.197 0.191 0.103
0.359 -0.289 0.039
0.476 0.296 -0.293
0.315 -0.148 0.193
-0.119 0.358 -0.138
-0.079 -0.569 -0.629
0.084 -0.638 -0.395
0.186 -0.249 0.081
0.079 -0.018 -0.329
0.128 0.151 0.198
-0.146 -0.128 -0.001
-0.199 0.085 0.178
-0.254 0.545 0.193
-0.030 -0.079 -0.545
0.385 -0.318 0.275
0.165 0.170 0.453
0.288 -0.069 0.116
-0.099 0.087 -0.213
-0.090 -0.137 -0.011
-0.436 0.071 0.569
-0.103 0.029 -0.356
0.072 -0.215 0.060
0.098 0.385 0.133
6.451 2.916 -0.179
-4.717 -1.736 0.136
-0.097 -0.158 0.791
-0.749 -0.917 0.477
0.244 0.117 -0.984
0.204 0.686 1.046
0.069 0.182 0.533
-0.101 -0.197 0.796
-0.215 1.419 -1.103
0.235 0.090 -0.106
0.307 -1.231 -1.560
-0.106 -0.059 0.622
-0.943 2.481 2.042
0.517 0.111 -2.669
0.400 -2.153 0.798
0.509 -2.960 1.267
-0.664 2.015 1.382
0.210 0.546 -2.627
-0.024 -0.024 0.160
0.004 0.069 -0.442
0.019 -0.179 0.096